Record 1
# C39H39BrN8O7PTi

A molecular structure, C39H39BrN8O7PTi in a non-equilibrium geometry (the ωB97M-V functional and the def2-TZVPD basis, OMol25).

The value obtained for the HOMO energy (alpha / beta) is -0.265 / -0.285 Eh. As for the multiplicity: 2. Its HOMO-LUMO gap (alpha / beta) is 6.39 / 6.80 eV. The expectation value of S² is 0.76. The calculation puts the energy above the lowest of the compared OMol25 structures with the same formula, charge and spin at 67.7 kJ/mol. As for the lowest unoccupied orbital energy (alpha / beta): -0.81 / -0.94 eV.

Positions of all 96 atoms, in Å:
1 Ti 0.3445 0.5113 0.0528
2 O -0.8693 0.2261 3.8966
3 C -0.1331 0.5723 3.0147
4 O -0.2158 0.0328 1.7749
5 C 0.9727 1.5592 3.2278
6 C 1.1962 1.9395 4.5364
7 C 2.2372 2.7875 4.8311
8 C 3.0845 3.2617 3.8620
9 C 2.8705 2.8760 2.5586
10 C 1.7941 2.0566 2.1732
11 O 1.5380 1.7771 0.9582
12 N 3.8839 3.3559 1.5703
13 O 3.9269 2.8064 0.4888
14 O 4.6548 4.2198 1.9343
15 N 2.4854 3.1853 6.2403
16 O 3.3972 3.9586 6.4535
17 O 1.7665 2.7123 7.0944
18 H 0.5514 1.5611 5.3178
19 H 3.9095 3.9064 4.1168
20 N 2.9365 -0.8663 1.7559
21 C 3.2815 -0.5167 0.5238
22 N 4.5586 -0.3593 0.2167
23 C 4.7656 0.0102 -1.0376
24 N 6.0365 0.1762 -1.4343
25 N 3.8167 0.1929 -1.9881
26 C 2.5958 0.0288 -1.5724
27 N 2.2435 -0.3597 -0.3562
28 C 1.4360 0.1870 -2.5459
29 C 1.6534 0.3812 -3.8878
30 C 0.5646 0.3437 -4.7459
31 C -0.6873 0.1235 -4.2244
32 C -0.8250 -0.0091 -2.8578
33 N 0.2239 0.0290 -2.0348
34 H 3.6557 -0.9734 2.4494
35 H 1.9685 -1.0335 1.9868
36 H 6.7526 0.1997 -0.7300
37 H 6.1966 0.6180 -2.3220
38 H 2.6653 0.5421 -4.2327
39 H 0.7006 0.4807 -5.8113
40 H -1.5682 0.0690 -4.8507
41 H -1.7859 -0.1323 -2.3821
42 Br -2.8347 0.3619 0.1536
43 C -2.7961 2.2322 0.4821
44 C -3.9022 2.7569 1.0599
45 C -3.9897 4.1667 1.2235
46 C -2.9998 4.9664 0.7478
47 C -1.8550 4.4165 0.1010
48 C -0.8811 5.2626 -0.4895
49 C 0.1651 4.7141 -1.1680
50 C 0.3335 3.3095 -1.1867
51 C -0.5242 2.4236 -0.5797
52 C -1.6921 3.0108 0.0047
53 H -4.7139 2.1134 1.3721
54 H -4.8692 4.5939 1.6914
55 H -3.0796 6.0451 0.8347
56 H -0.9901 6.3385 -0.3987
57 H 0.8993 5.3544 -1.6463
58 H 1.2473 2.9448 -1.6568
59 C 0.9659 -4.4259 2.1819
60 C 1.1480 -4.4053 0.6580
61 C 0.9971 -5.8207 0.0867
62 C 2.5862 -3.9399 0.3549
63 P 0.0115 -3.1004 -0.0556
64 C 0.2527 -3.3877 -1.8500
65 C -0.6360 -4.0289 -2.7164
66 C -0.4063 -4.0851 -4.0886
67 C 0.7345 -3.5044 -4.6299
68 C 1.6429 -2.8771 -3.7856
69 C 1.3962 -2.8127 -2.4191
70 C -1.7595 -3.4674 0.3335
71 C -2.0428 -2.7719 1.6855
72 C -2.1952 -4.9323 0.4496
73 C -2.6119 -2.7427 -0.7433
74 H 1.7963 -4.9764 2.6370
75 H 0.0407 -4.9213 2.4810
76 H 0.9569 -3.4193 2.6140
77 H 1.9007 -6.3979 0.3144
78 H 0.8850 -5.8158 -0.9995
79 H 0.1553 -6.3612 0.5163
80 H 3.2655 -4.4782 1.0231
81 H 2.7369 -2.8636 0.5175
82 H 2.8795 -4.1714 -0.6713
83 H -1.5265 -4.4987 -2.3291
84 H -1.1198 -4.5865 -4.7319
85 H 0.9094 -3.5358 -5.6985
86 H 2.5410 -2.4257 -4.1908
87 H 2.1042 -2.2901 -1.7737
88 H -1.6063 -3.3154 2.5242
89 H -3.1272 -2.7372 1.8437
90 H -1.6663 -1.7436 1.7275
91 H -1.7766 -5.4131 1.3342
92 H -1.9297 -5.5379 -0.4155
93 H -3.2861 -4.9676 0.5545
94 H -2.0612 -1.9837 -1.3098
95 H -3.4560 -2.2403 -0.2626
96 H -3.0208 -3.4398 -1.4739

Calculated atomic charges, method Löwdin, unit e:
1. Ti 0.9207
2. O 0.1142
3. C -0.5010
4. O -0.2518
5. C -0.0368
6. C 0.0753
7. C -0.1286
8. C 0.0772
9. C -0.0313
10. C -0.2681
11. O -0.1378
12. N -0.3299
13. O 0.0748
14. O 0.0722
15. N -0.3575
16. O 0.0705
17. O 0.0772
18. H 0.1373
19. H 0.1321
20. N 0.2239
21. C -0.4317
22. N 0.2102
23. C -0.4248
24. N 0.1847
25. N 0.2063
26. C -0.3051
27. N 0.0631
28. C -0.2296
29. C -0.0017
30. C -0.0282
31. C -0.0170
32. C -0.0911
33. N 0.0183
34. H 0.1356
35. H 0.0986
36. H 0.1124
37. H 0.1103
38. H 0.1207
39. H 0.1191
40. H 0.1195
41. H 0.0693
42. Br 0.9665
43. C -0.5532
44. C -0.1344
45. C -0.0785
46. C -0.0393
47. C -0.1658
48. C -0.0455
49. C -0.0767
50. C -0.1274
51. C -0.1658
52. C -0.2083
53. H 0.0958
54. H 0.1035
55. H 0.1113
56. H 0.1093
57. H 0.1028
58. H 0.0915
59. C -0.0943
60. C -0.6833
61. C -0.0800
62. C -0.1055
63. P 1.1535
64. C -0.3479
65. C -0.0892
66. C -0.0725
67. C -0.0847
68. C -0.0807
69. C -0.1229
70. C -0.6764
71. C -0.1207
72. C -0.0855
73. C -0.1438
74. H 0.0862
75. H 0.0652
76. H 0.0756
77. H 0.0872
78. H 0.0756
79. H 0.0660
80. H 0.0886
81. H 0.0378
82. H 0.0787
83. H 0.0817
84. H 0.1040
85. H 0.1028
86. H 0.1084
87. H 0.0772
88. H 0.0717
89. H 0.0906
90. H 0.0187
91. H 0.0658
92. H 0.0684
93. H 0.0915
94. H 0.0203
95. H 0.0398
96. H 0.0749

=====

Record 2
# C39H39CoN9O2Si

A molecular structure, C39H39CoN9O2Si (the ωB97M-V functional and the def2-TZVPD basis, OMol25).

The value obtained for the HOMO energy (alpha / beta) is -0.315 / -0.411 Eh. The charge is +1. As for the multiplicity: 5. Its HOMO-LUMO gap (alpha / beta) is 6.25 / 8.82 eV. The expectation value of S² is 6.01. The calculation puts the energy above the lowest of the compared OMol25 structures with the same formula, charge and spin at 0.0 kJ/mol. As for the lowest unoccupied orbital energy (alpha / beta): -2.31 / -2.36 eV.

Positions of all 91 atoms, in Å:
1 Co 0.2943 -0.9205 -0.0670
2 C -0.4982 -3.3300 1.8655
3 N 0.2503 -2.0768 1.9484
4 C -0.0909 -1.1758 3.0473
5 C 0.3137 0.2098 2.6373
6 N 0.6087 0.5126 1.3963
7 C 0.9546 1.8634 1.3999
8 C 1.2922 2.7090 0.3473
9 C 1.5676 4.0242 0.6630
10 C 1.4976 4.4940 1.9856
11 C 1.1496 3.6651 3.0333
12 C 0.8839 2.3404 2.7065
13 N 0.5049 1.2460 3.4776
14 C -0.4207 -3.8041 0.4453
15 N 0.1396 -3.0870 -0.4873
16 C -0.0410 -3.7964 -1.6691
17 C 0.3174 -3.4667 -2.9729
18 C -0.0306 -4.3564 -3.9700
19 C -0.7193 -5.5459 -3.6797
20 C -1.0799 -5.8808 -2.3889
21 C -0.7257 -4.9789 -1.3939
22 N -0.9375 -4.9641 -0.0205
23 H -1.5416 -3.1356 2.1253
24 H -0.1230 -4.0998 2.5482
25 H 1.2475 -2.2643 1.9739
26 H 0.3905 -1.4447 3.9937
27 H -1.1715 -1.2033 3.2023
28 H 1.3102 2.3442 -0.6703
29 H 1.8417 4.7145 -0.1238
30 H 1.7170 5.5336 2.1870
31 H 1.0865 4.0312 4.0491
32 H 0.2654 1.2587 4.4553
33 H 0.8509 -2.5488 -3.1892
34 H 0.2305 -4.1389 -4.9968
35 H -0.9768 -6.2151 -4.4890
36 H -1.6186 -6.7930 -2.1729
37 H -1.4719 -5.6314 0.5087
38 C -2.7486 2.1532 0.6791
39 Si -2.9028 1.0357 2.1679
40 C -3.8553 -0.5490 1.8898
41 C -3.4319 1.9331 3.7032
42 C -2.8256 3.1545 4.0330
43 C -3.1394 3.8204 5.2068
44 C -4.0650 3.2751 6.0880
45 C -4.6769 2.0678 5.7839
46 C -4.3622 1.4042 4.6057
47 H -3.6673 2.1538 0.0846
48 H -1.9233 1.8525 0.0316
49 H -2.5644 3.1777 1.0069
50 H -4.8214 -0.3800 1.4032
51 H -4.0523 -1.0423 2.8436
52 H -3.3048 -1.2376 1.2451
53 H -2.0987 3.5938 3.3560
54 H -2.6678 4.7678 5.4347
55 H -4.3114 3.7931 7.0053
56 H -5.4076 1.6463 6.4617
57 H -4.8580 0.4665 4.3856
58 O -0.1859 0.6602 -1.7406
59 C -1.2439 0.0174 -1.8792
60 C -2.2289 0.0803 -3.0191
61 C -3.1862 -1.0714 -2.6917
62 C -2.6391 -1.6620 -1.3948
63 O -3.0610 -2.6427 -0.8228
64 N -1.5628 -0.9107 -0.9657
65 H -1.6967 -0.0463 -3.9618
66 H -2.7002 1.0632 -3.0433
67 H -3.2028 -1.8522 -3.4512
68 H -4.2156 -0.7544 -2.5286
69 C 4.0943 -2.6205 -1.3609
70 C 3.0752 -2.1573 -0.5617
71 N 2.2985 -1.1149 -0.8953
72 C 2.5599 -0.4878 -2.0429
73 C 3.5831 -0.8679 -2.9086
74 C 4.3347 -1.9778 -2.5685
75 C 3.8008 -0.1592 -4.1900
76 C 4.0024 1.1385 -4.4069
77 C 4.2045 2.2367 -3.4385
78 C 4.3719 3.5307 -3.9135
79 C 4.5787 4.5291 -2.9789
80 N 4.6401 4.2792 -1.6729
81 C 4.4912 3.0040 -1.3267
82 N 4.2657 1.9723 -2.1300
83 H 4.6820 -3.4724 -1.0511
84 H 2.8562 -2.6441 0.3805
85 H 1.9154 0.3416 -2.2925
86 H 5.1154 -2.3314 -3.2307
87 H 3.7900 -0.7993 -5.0672
88 H 4.0877 1.4491 -5.4424
89 H 4.3350 3.7516 -4.9710
90 H 4.7031 5.5616 -3.2845
91 H 4.5544 2.7820 -0.2680

Calculated atomic charges, method Löwdin, unit e:
1. Co 0.7593
2. C -0.0876
3. N -0.0780
4. C -0.1076
5. C -0.3321
6. N 0.0960
7. C -0.2017
8. C -0.0078
9. C -0.0704
10. C -0.0687
11. C -0.0122
12. C -0.1845
13. N 0.1883
14. C -0.2977
15. N 0.1001
16. C -0.2122
17. C -0.0064
18. C -0.0751
19. C -0.0744
20. C -0.0018
21. C -0.1774
22. N 0.1915
23. H 0.1338
24. H 0.1362
25. H 0.1217
26. H 0.1380
27. H 0.1062
28. H 0.0978
29. H 0.1046
30. H 0.1094
31. H 0.1159
32. H 0.1750
33. H 0.1052
34. H 0.1049
35. H 0.1074
36. H 0.1159
37. H 0.1740
38. C -0.1931
39. Si 0.7417
40. C -0.2160
41. C -0.3163
42. C -0.1253
43. C -0.0876
44. C -0.0845
45. C -0.0834
46. C -0.1060
47. H 0.0368
48. H -0.0029
49. H 0.0264
50. H 0.0443
51. H 0.0199
52. H -0.0130
53. H 0.0862
54. H 0.1037
55. H 0.1048
56. H 0.1053
57. H 0.0897
58. O -0.0342
59. C -0.5079
60. C -0.0609
61. C -0.0608
62. C -0.4846
63. O 0.0622
64. N 0.0829
65. H 0.1246
66. H 0.1267
67. H 0.1236
68. H 0.1242
69. C -0.0319
70. C -0.1319
71. N 0.0234
72. C -0.0869
73. C -0.1969
74. C 0.0054
75. C -0.0301
76. C -0.0206
77. C -0.2643
78. C -0.0028
79. C -0.1146
80. N 0.0876
81. C -0.2020
82. N 0.1443
83. H 0.1134
84. H 0.0996
85. H 0.1015
86. H 0.1280
87. H 0.1179
88. H 0.1104
89. H 0.1135
90. H 0.1132
91. H 0.1110

=====

Record 3
# C39H39HgN7O3P2S

A molecular structure, C39H39HgN7O3P2S (the ωB97M-V functional and the def2-TZVPD basis, OMol25).

The value obtained for the HOMO energy (alpha / beta) is -0.102 / -0.205 Eh. The charge is -1. As for the multiplicity: 2. Its HOMO-LUMO gap (alpha / beta) is 5.01 / 7.80 eV. The expectation value of S² is 0.77. The calculation puts the energy above the lowest of the compared OMol25 structures with the same formula, charge and spin at 0.0 kJ/mol. As for the lowest unoccupied orbital energy (alpha / beta): 2.23 / 2.23 eV.

Positions of all 92 atoms, in Å:
1 Hg -1.4930 0.1291 -0.5365
2 N -0.2963 -1.9129 -2.1491
3 C -1.1879 -1.8163 -3.3085
4 C -1.6813 -0.4001 -3.6138
5 O -1.7435 -0.0584 -4.8047
6 N -2.0851 0.3365 -2.5787
7 C -2.6593 1.6310 -2.9259
8 C -2.9717 2.5771 -1.7452
9 O -3.7270 3.5199 -2.0099
10 O -2.4242 2.3415 -0.6203
11 H 0.6259 -1.5623 -2.3903
12 H -0.1801 -2.8900 -1.9034
13 H -2.0785 -2.4032 -3.0774
14 H -0.7474 -2.1965 -4.2342
15 H -3.5839 1.4897 -3.4912
16 H -1.9955 2.1797 -3.6051
17 C 3.3766 -1.0587 -0.3108
18 N 2.1620 -0.2967 -0.0747
19 P 1.3325 -0.2376 1.4100
20 C 2.5580 0.3423 2.6475
21 C 3.7347 -0.3321 2.9776
22 C 4.6459 0.2280 3.8583
23 C 4.3851 1.4668 4.4326
24 C 3.2124 2.1382 4.1265
25 C 2.3064 1.5797 3.2351
26 C 1.1021 -1.9655 1.9217
27 C 1.1460 -2.3320 3.2673
28 C 0.7315 -3.5946 3.6619
29 C 0.2696 -4.5047 2.7228
30 C 0.2139 -4.1449 1.3829
31 C 0.6210 -2.8818 0.9869
32 P 1.4194 0.8983 -1.0916
33 C 2.0440 2.4828 -0.4251
34 C 1.1628 3.5623 -0.4613
35 C 1.5420 4.7896 0.0653
36 C 2.7955 4.9419 0.6402
37 C 3.6702 3.8643 0.6986
38 C 3.2944 2.6396 0.1723
39 C 2.3140 0.7835 -2.6784
40 C 3.7001 0.8876 -2.8284
41 C 4.2735 0.8416 -4.0867
42 C 3.4714 0.7066 -5.2154
43 C 2.0951 0.6295 -5.0820
44 C 1.5206 0.6707 -3.8186
45 H 4.2803 -0.5368 0.0258
46 H 3.4863 -1.2877 -1.3711
47 H 3.3083 -2.0046 0.2312
48 H 3.9277 -1.3111 2.5544
49 H 5.5570 -0.3028 4.1067
50 H 5.0951 1.9016 5.1255
51 H 3.0010 3.0999 4.5774
52 H 1.3914 2.1046 2.9833
53 H 1.4752 -1.6219 4.0146
54 H 0.7527 -3.8600 4.7116
55 H -0.0633 -5.4867 3.0351
56 H -0.1780 -4.8396 0.6497
57 H 0.5233 -2.5717 -0.0469
58 H 0.1621 3.4308 -0.8637
59 H 0.8456 5.6182 0.0429
60 H 3.0867 5.8968 1.0608
61 H 4.6376 3.9745 1.1733
62 H 3.9631 1.7915 0.2583
63 H 4.3299 1.0204 -1.9578
64 H 5.3486 0.9212 -4.1930
65 H 3.9255 0.6755 -6.1982
66 H 1.4516 0.5422 -5.9482
67 H 0.4451 0.6364 -3.7339
68 N -2.2609 -0.8889 6.8437
69 C -2.1954 -0.7327 5.6946
70 C -2.1185 -0.5473 4.3064
71 C -1.7668 0.7110 3.7289
72 C -1.6707 0.8472 2.3803
73 N -1.8856 -0.1973 1.5137
74 C -2.2780 -1.3950 2.0505
75 C -2.4006 -1.6000 3.3885
76 H -1.5936 1.5760 4.3559
77 H -1.4382 1.8023 1.9240
78 H -2.4778 -2.1883 1.3422
79 H -2.7044 -2.5767 3.7413
80 C -4.9314 -0.1001 -0.2517
81 N -5.4705 -0.9409 -1.3033
82 C -6.5438 -0.6047 -2.1116
83 C -6.7712 -1.6395 -2.9414
84 N -5.8290 -2.6021 -2.6271
85 C -5.0135 -2.1737 -1.6255
86 S -3.7052 -3.0137 -1.0068
87 H -4.9863 0.9446 -0.5511
88 H -3.8925 -0.3689 -0.0943
89 H -5.4758 -0.2616 0.6790
90 H -7.0356 0.3471 -2.0206
91 H -7.5001 -1.7699 -3.7196
92 H -5.6789 -3.4872 -3.0743

Calculated atomic charges, method Löwdin, unit e:
1. Hg 1.1232
2. N -0.0227
3. C -0.2171
4. C -0.6209
5. O -0.0273
6. N -0.1101
7. C -0.1690
8. C -0.7230
9. O -0.0352
10. O -0.1751
11. H 0.0421
12. H 0.0614
13. H 0.0472
14. H 0.1089
15. H 0.1153
16. H 0.1175
17. C -0.1567
18. N -0.5273
19. P 0.9879
20. C -0.3595
21. C -0.1050
22. C -0.0883
23. C -0.0941
24. C -0.0845
25. C -0.1027
26. C -0.3570
27. C -0.0898
28. C -0.0832
29. C -0.0917
30. C -0.0832
31. C -0.1128
32. P 0.9696
33. C -0.3602
34. C -0.0843
35. C -0.0781
36. C -0.0939
37. C -0.0930
38. C -0.1088
39. C -0.3466
40. C -0.1020
41. C -0.0868
42. C -0.0881
43. C -0.0636
44. C -0.0883
45. H 0.0675
46. H 0.0693
47. H 0.0724
48. H 0.1010
49. H 0.0983
50. H 0.0974
51. H 0.1028
52. H 0.0997
53. H 0.1057
54. H 0.1043
55. H 0.0981
56. H 0.1021
57. H 0.0608
58. H 0.0954
59. H 0.1049
60. H 0.0970
61. H 0.1008
62. H 0.0905
63. H 0.0915
64. H 0.0995
65. H 0.0989
66. H 0.1108
67. H 0.0745
68. N 0.0868
69. C -0.2621
70. C -0.2694
71. C -0.0598
72. C -0.2119
73. N -0.1832
74. C -0.2003
75. C -0.0598
76. H 0.1038
77. H 0.0926
78. H 0.0380
79. H 0.1071
80. C -0.0200
81. N -0.1084
82. C -0.0532
83. C -0.0857
84. N 0.0522
85. C -0.8109
86. S 0.5884
87. H 0.0972
88. H -0.0001
89. H 0.1039
90. H 0.1241
91. H 0.1067
92. H 0.1377

=====

multiplicity of number 3 (C39H39HgN7O3P2S)?
2